1.
{
  "formula": "C4H6N2",
  "method": "wB97M-V/def2-TZVPD",
  "relative_energy_ev": 5.047,
  "multiplicity": 1,
  "orbital_gap_ev": 9.0,
  "homo_energy_ha": -0.3240,
  "energy_ev": -7220.5443,
  "elements": ["N", "N", "C", "C", "C", "C", "H", "H", "H", "H", "H", "H"],
  "positions_angstrom": [[-2.360, 2.402, -0.638], [0.756, 0.180, -1.266], [-0.250, -1.417, 0.745], [-1.366, 1.807, -0.567], [-0.270, 0.955, -0.455], [0.055, -0.223, -0.051], [0.575, -2.129, 0.800], [-1.100, -1.900, 0.249], [-0.567, -1.130, 1.751], [2.247, 0.554, 0.882], [0.323, -0.286, -2.075], [1.957, 1.186, 0.627]],
  "atomic_forces_ev_per_a": [[0.976, -0.282, 0.026], [0.389, -0.071, -0.321], [0.005, -0.031, -0.004], [-0.990, 0.518, -0.104], [-0.494, -0.587, 0.142], [-0.473, 0.279, -0.077], [-0.025, 0.165, -0.044], [0.082, -0.118, 0.111], [0.057, -0.030, -0.160], [0.265, 0.175, 0.120], [-0.105, 0.031, 0.105], [0.314, -0.050, 0.205]]
}

2.
{
  "formula": "C2H7S",
  "method": "wB97M-V/def2-TZVPD",
  "relative_energy_ev": 1.045,
  "multiplicity": 1,
  "orbital_gap_ev": 4.5,
  "homo_energy_ha": -0.0747,
  "charge": -1,
  "energy_ev": -13022.5728,
  "elements": ["S", "C", "C", "H", "H", "H", "H", "H", "H", "H"],
  "positions_angstrom": [[-3.614, 4.466, -3.905], [-2.450, 3.042, -3.502], [2.552, -3.097, 3.512], [-2.169, 2.999, -2.339], [3.517, -3.626, 3.205], [-1.441, 3.137, -3.951], [1.732, -3.795, 3.241], [2.309, -2.867, 4.611], [2.350, -2.219, 2.920], [-2.787, 1.960, -3.792]],
  "atomic_forces_ev_per_a": [[0.756, -1.109, 0.192], [0.446, -0.983, 1.644], [-0.822, -1.333, 0.678], [-0.873, 0.015, -2.177], [-1.174, 1.077, 0.999], [-0.519, 0.198, -0.142], [0.457, 0.212, 0.006], [1.204, -0.360, -1.524], [0.334, 0.404, -0.159], [0.189, 1.878, 0.483]]
}

Q: What is the formula in the second record?
A: C2H7S